# C2H5BrSi

2 unconnected molecules or ions with the total composition C2H5BrSi at a distorted geometry (ωB97M-V/def2-TZVPD, the OMol25 dataset).

Computed properties:
ΔE to the lowest compared entry with this formula, charge and spin: 105.1 kcal/mol
DFT total energy: -80070.64784 eV
HOMO-LUMO gap (alpha / beta): 7.382 / 7.946 eV
net charge: 0

Last column: Löwdin charge in e.
Element x y z (Å)
C 0.2675 0.0587 -0.9710  -0.3700
C 0.0482 -0.9097 0.2840  -0.3600
Si -1.2509 0.5094 0.1017  0.3015
Br -3.3645 0.4045 -0.8463  0.1459
H 1.2157 0.5928 -1.1917  0.0546
H -0.1262 -0.5994 -1.7856  0.0518
H -0.1616 -1.9999 0.1843  0.0510
H 0.8077 -0.7125 1.1458  0.0696
H -0.1589 2.9311 1.8559  0.0557

Forces on the atoms, in the same order (eV/Å):
C -1.4 -1.3 0.0
C 0.8 1.1 1.8
Si 1.2 -0.6 -0.6
Br 1.0 -0.1 0.4
H -0.8 -0.6 0.4
H 0.6 1.1 0.0
H 0.3 1.0 -0.3
H -1.5 -0.4 -1.4
H -0.1 -0.3 -0.2